DFT (wB97M-V/def2-TZVPD) results for a 3-piece molecular cluster, C4H12O3 overall.

```
19
Properties=species:S:1:pos:R:3:forces:R:3
O 2.107742 1.979412 -1.806561 -0.120 -0.465 0.363
C 1.709308 1.214455 -0.827628 0.436 0.842 -0.416
C 0.759493 0.086005 -1.138337 0.173 0.202 0.068
C 0.109951 -0.634570 0.057138 0.732 -0.515 0.057
C -1.280981 -1.141899 -0.277012 -0.338 0.316 0.360
H 1.905100 1.575963 0.204189 -0.449 -0.457 -0.010
H -0.012734 0.475990 -1.833445 -0.073 0.011 0.232
H 1.295751 -0.659632 -1.763012 -0.183 -0.040 0.121
H 0.740559 -1.507066 0.294176 -0.130 0.112 0.048
H 0.128674 -0.040977 0.979931 -0.161 0.277 -0.300
H -1.812493 -1.628714 0.552056 0.383 -0.335 -0.058
H -1.210185 -1.794362 -1.141925 -0.223 -0.254 -0.084
H -1.942412 -0.319812 -0.530905 -0.026 0.326 -0.318
H 4.058065 3.294923 2.825815 -0.058 -0.007 0.027
H 5.194906 3.140414 1.851674 0.013 0.017 0.058
O 5.007350 3.431678 2.752420 0.009 -0.046 -0.137
H -5.950446 -1.980076 0.434768 0.275 -0.009 0.241
H -5.003577 -3.015879 -0.263161 -0.392 0.498 0.183
O -5.804075 -2.475860 -0.370172 0.133 -0.476 -0.435
```
Forces are in eV/Å.

- Electronic energy: -385.26412 Ha
- 2S+1: 2
- Relative energy (zero: lowest compared OMol25 entry of this formula, charge and spin): 21.45 kcal per mole
- E_HOMO (alpha / beta): 0.313 / -3.003 eV
- F_max: 1.0 eV Å⁻¹
- Gap between HOMO and LUMO (alpha / beta): 2.42 / 5.74 eV
- LUMO level (alpha / beta): 2.736 / 2.732 eV
- Total charge: -1